# 1
Entry from OMol25: C13H14N4S in the gas phase at a distorted geometry (ωB97M-V/def2-TZVPD).

Structure (XYZ):
```
32
Properties=species:S:1:pos:R:3:forces:R:3
C 3.105 4.068 1.524 -0.159 0.231 0.034
C 2.164 4.480 2.649 0.150 -0.179 0.091
C 1.705 3.309 3.519 0.008 0.108 -0.187
C 0.848 2.291 2.779 0.104 -0.339 -0.106
H 0.192 1.756 3.464 -0.088 0.095 -0.081
H 0.242 2.754 2.002 -0.045 0.023 0.100
S 1.881 1.011 1.966 0.164 0.300 0.376
C 0.719 0.287 0.903 -0.059 -0.365 -0.315
N -0.514 0.784 0.902 0.220 0.559 0.627
N -1.428 0.286 0.114 -0.725 -0.611 -0.813
C -1.085 -0.718 -0.664 0.965 -0.031 0.325
C -1.793 -1.503 -1.635 -0.095 -0.293 -0.301
C -3.096 -1.494 -2.110 0.161 -0.096 -0.031
C -3.445 -2.419 -3.077 -0.196 0.070 -0.014
C -2.518 -3.336 -3.564 0.116 -0.038 0.007
C -1.212 -3.361 -3.102 0.017 -0.044 -0.030
C -0.857 -2.439 -2.135 -0.663 0.181 -0.080
N 0.367 -2.250 -1.513 0.365 -0.233 -0.073
C 0.256 -1.231 -0.633 -0.337 0.877 0.654
N 1.180 -0.729 0.155 0.002 -0.208 -0.178
H 1.204 -2.783 -1.683 -0.032 0.068 0.047
H -0.498 -4.075 -3.483 0.059 -0.080 -0.052
H -2.822 -4.044 -4.320 -0.019 -0.059 -0.058
H -4.452 -2.432 -3.465 -0.084 -0.002 -0.029
H -3.807 -0.779 -1.727 -0.095 0.069 0.029
H 2.576 2.807 3.946 0.059 0.051 0.175
H 1.114 3.708 4.347 0.043 -0.094 0.037
H 2.673 5.202 3.291 -0.064 0.067 -0.008
H 1.286 4.975 2.226 -0.027 0.066 0.053
H 2.597 3.437 0.801 0.037 -0.058 -0.101
H 3.476 4.949 1.004 0.085 0.052 -0.081
H 3.955 3.517 1.920 0.135 -0.086 -0.017
```
Positions in Å, forces in eV/Å.

Calculated values
HOMO-LUMO gap   8.168 eV
Relative energy (zero: lowest compared OMol25 entry of this formula, charge and spin)   7.5 kcal/mol
LUMO energy   -0.050 eV
Net charge   0
DFT total energy   -30503.75786 eV

# 2
Entry from OMol25: 2 unconnected molecules or ions with the total composition C3H8N2OS at a distorted geometry (ωB97M-V/def2-TZVPD).

Structure (XYZ):
```
15
Properties=species:S:1:pos:R:3:forces:R:3
C -2.405 0.321 0.205 -0.320 0.162 -2.200
C 2.933 -0.873 -0.824 1.074 1.362 1.924
C -2.394 0.595 1.591 4.102 -0.146 0.529
N -2.240 0.273 -0.934 -0.233 -0.255 0.301
N -0.926 0.835 1.992 0.951 0.798 -0.585
O 0.493 -0.716 -0.242 0.289 2.704 4.245
S 1.478 -1.787 -0.925 1.710 -5.085 -3.185
H 3.842 -1.489 -0.837 -0.416 0.083 -0.197
H 2.885 -0.381 0.204 0.370 0.023 -1.276
H 2.975 -0.107 -1.620 -0.067 -0.212 0.395
H -2.767 -0.160 2.193 -0.551 -1.995 0.912
H -2.989 1.403 1.865 -0.683 1.886 0.129
H -0.167 -0.351 -0.765 -2.771 1.011 -1.985
H -0.123 0.242 1.613 -2.425 -0.319 0.460
H -0.568 1.693 1.535 -1.028 -0.017 0.532
```
Positions in Å, forces in eV/Å.

Calculated values
HOMO-LUMO gap (alpha / beta)   5.512 / 8.328 eV
Multiplicity   3
Relative energy (zero: lowest compared OMol25 entry of this formula, charge and spin)   59.6 kcal/mol
Expectation value of S²   2.005
LUMO energy (alpha / beta)   0.925 / -1.690 eV
Net charge   0
DFT total energy   -19097.71882 eV

# 3
Entry from OMol25: 11 unconnected molecules or ions with the total composition C46H120N6O22 at a distorted geometry (ωB97M-V/def2-TZVPD).

Structure (XYZ):
```
194
Properties=species:S:1:pos:R:3:forces:R:3
C 4.970 3.004 -1.631 1.844 1.224 0.818
O 3.641 3.199 -1.963 -1.221 0.214 -1.215
C 3.321 4.433 -2.644 -0.645 1.327 0.890
C 1.778 4.744 -2.568 1.332 -0.575 0.352
N 1.424 5.216 -1.235 -0.645 0.207 0.084
C -0.040 5.323 -1.019 -0.064 -0.244 -0.561
C -0.457 6.098 0.260 -0.929 0.078 -0.279
O -1.523 7.067 0.064 0.807 -0.476 -0.614
C -1.109 8.097 -0.809 -0.181 0.474 0.451
H 5.386 3.899 -1.169 -0.106 0.608 0.096
H 5.677 2.844 -2.444 -0.405 -0.505 -0.522
H 5.151 2.290 -0.827 -0.738 -0.637 -0.364
H 3.701 4.547 -3.659 -0.002 -0.796 -0.208
H 3.801 5.241 -2.092 0.187 0.136 0.190
H 1.313 3.805 -2.869 -0.611 -0.286 0.021
H 1.469 5.518 -3.270 0.354 -0.048 -0.246
H 1.747 4.538 -0.561 0.076 0.044 0.316
H -0.482 4.332 -1.120 -0.145 -0.527 0.844
H -0.527 5.752 -1.895 0.385 0.744 -0.095
H 0.423 6.602 0.659 0.086 -0.001 0.106
H -0.921 5.460 1.012 0.531 -0.236 -0.023
H -0.282 8.654 -0.367 0.498 -0.140 -0.087
H -1.892 8.851 -0.892 -0.332 -0.359 -0.129
H -0.843 7.710 -1.792 0.061 0.212 -0.077
C -2.542 1.358 1.591 -0.206 1.477 0.560
O -3.510 1.901 2.540 0.822 -0.697 -0.846
C -4.688 2.361 1.878 0.238 -1.472 -0.303
C -5.814 2.562 2.892 1.128 2.291 -1.228
N -5.500 3.776 3.700 -1.762 -1.267 -0.128
C -6.530 3.954 4.738 1.247 0.384 1.152
C -7.775 4.752 4.340 0.328 -0.852 -0.367
O -8.518 5.080 5.476 1.026 -0.672 1.130
C -9.556 5.933 5.201 -0.694 0.833 -0.973
H -2.940 0.591 0.927 -0.132 -0.440 0.492
H -1.619 1.123 2.121 -0.414 -0.702 0.341
H -2.169 2.116 0.902 -0.386 0.570 -0.188
H -5.004 1.582 1.184 -0.263 -0.572 -0.091
H -4.393 3.140 1.175 -0.413 0.949 0.521
H -6.085 1.611 3.353 0.505 -0.009 0.769
H -6.711 2.848 2.343 -0.093 -0.084 -0.304
H -4.561 3.789 4.072 -0.120 -0.359 0.129
H -6.020 4.452 5.563 -0.194 0.842 -0.051
H -6.750 3.037 5.285 -0.616 -0.577 -0.531
H -8.454 4.188 3.700 0.109 -0.354 -0.475
H -7.444 5.612 3.758 -0.002 0.441 0.130
H -9.162 6.720 4.559 -0.127 0.793 0.315
H -10.038 6.297 6.108 0.361 0.045 -0.005
H -10.332 5.501 4.570 -0.280 -0.601 -0.007
C 3.826 -4.748 4.354 -0.081 -0.611 -0.037
O 3.185 -5.379 3.253 1.077 0.283 -0.268
C 1.967 -5.967 3.582 -1.212 -0.303 0.851
C 1.401 -6.617 2.307 1.235 0.338 0.032
N 1.360 -5.543 1.281 1.169 -0.855 -0.471
C 1.533 -5.978 -0.115 -1.154 0.748 -2.587
C 2.543 -5.070 -0.974 -0.956 -1.146 2.280
O 3.694 -5.031 -0.166 -0.362 0.571 -0.096
C 4.750 -4.358 -0.794 0.723 -0.451 -0.039
H 3.891 -5.456 5.180 -0.266 0.028 0.345
H 3.285 -3.850 4.651 -0.024 0.097 0.175
H 4.868 -4.522 4.129 -0.198 0.167 -0.529
H 1.342 -5.238 4.097 -0.592 0.486 -0.455
H 2.083 -6.705 4.375 0.300 -0.590 -0.054
H 0.521 -7.258 2.369 -0.445 0.738 0.395
H 2.191 -7.345 2.123 0.294 -0.175 -0.700
H 2.297 -5.178 1.374 0.253 0.933 0.858
H 0.577 -5.776 -0.599 -0.351 -0.238 -0.297
H 1.728 -7.021 -0.363 0.370 -0.264 0.809
H 2.042 -4.110 -1.101 0.369 0.553 0.217
H 2.797 -5.421 -1.974 -0.286 -0.613 -0.068
H 5.300 -5.074 -1.405 0.055 -0.040 -0.461
H 5.476 -4.058 -0.038 -0.202 0.318 0.086
H 4.426 -3.533 -1.429 0.018 0.126 0.264
C 1.950 -2.012 2.246 -0.639 -0.058 0.190
O 2.070 -1.796 0.838 2.707 -2.210 1.219
C 0.935 -1.282 0.282 -0.812 0.945 1.914
C 0.964 -1.229 -1.204 0.728 1.279 0.493
N -0.069 -0.327 -1.695 0.428 0.211 -0.808
C -1.281 -1.013 -1.817 -2.400 0.363 -0.752
C -2.425 -0.063 -2.264 -0.079 -0.246 0.643
O -2.426 1.187 -1.604 0.002 1.372 -0.607
C -3.170 2.258 -2.281 1.590 -0.220 1.165
H 1.357 -2.887 2.513 -0.008 -0.446 -0.526
H 1.392 -1.217 2.743 0.120 0.623 -0.132
H 2.881 -2.140 2.798 0.346 0.179 -0.750
H 0.967 -0.303 0.760 -1.090 0.998 -0.746
H 0.071 -1.791 0.708 -0.497 -0.275 -0.331
H 0.874 -2.237 -1.606 -0.078 0.159 -0.361
H 1.921 -0.775 -1.462 0.313 -0.362 -0.176
H -0.335 0.437 -1.090 1.176 0.522 0.407
H -1.599 -1.488 -0.889 -0.008 -0.596 0.081
H -1.214 -1.700 -2.661 -0.096 -0.660 0.390
H -3.372 -0.468 -1.907 -0.264 -0.853 -0.945
H -2.294 0.002 -3.344 -0.577 0.451 -0.157
H -4.215 2.042 -2.505 0.167 -0.360 -0.174
H -2.574 2.636 -3.111 -0.305 -0.432 -0.564
H -3.128 3.110 -1.603 -0.266 -0.198 0.356
C 5.117 -1.673 -3.865 0.027 0.048 -0.355
O 5.608 -1.976 -2.606 1.428 -1.405 0.025
C 5.772 -0.829 -1.794 -0.871 -0.373 0.101
C 6.848 -1.139 -0.725 -0.172 0.098 0.359
N 6.353 -1.383 0.622 0.034 -0.376 0.564
C 5.868 -0.151 1.246 -0.992 -0.575 -0.094
C 5.554 -0.332 2.733 1.044 0.263 0.444
O 5.087 0.888 3.351 -0.346 -0.616 -1.310
C 5.381 0.986 4.731 0.540 -0.068 -0.973
H 4.095 -1.313 -3.755 0.066 0.684 -0.492
H 5.072 -2.522 -4.548 0.152 -0.501 0.479
H 5.869 -1.013 -4.299 -0.588 0.717 -0.556
H 4.743 -0.754 -1.442 -0.009 0.763 1.258
H 5.891 0.073 -2.393 0.679 0.075 -0.188
H 7.610 -0.385 -0.526 -0.073 0.412 -0.847
H 7.390 -2.012 -1.089 -0.100 -0.120 0.025
H 5.566 -2.015 0.573 -0.072 -0.301 0.047
H 4.911 0.036 0.758 -0.136 1.098 -0.143
H 6.620 0.617 1.063 -0.260 0.256 0.209
H 6.474 -0.673 3.208 0.390 0.282 0.249
H 4.907 -1.195 2.895 -0.693 0.187 -0.100
H 4.774 0.266 5.281 0.208 -0.003 0.414
H 5.215 2.014 5.050 -0.328 -0.117 -0.013
H 6.457 0.814 4.781 0.086 -0.308 0.831
C -2.737 -4.549 -1.488 1.197 -1.539 0.194
O -2.576 -3.811 -2.659 -0.655 1.714 -2.151
C -3.406 -4.214 -3.728 -0.024 0.901 -0.846
C -3.299 -3.281 -5.019 -1.058 -2.530 1.316
N -2.057 -3.191 -5.680 -1.098 3.022 0.839
C -2.085 -2.333 -6.835 1.275 0.258 -1.194
C -1.175 -1.043 -6.697 -2.409 -0.143 0.614
O -2.005 -0.217 -5.888 0.527 1.314 -0.426
C -1.411 1.112 -5.669 0.180 -1.019 0.913
H -2.268 -4.039 -0.647 -0.547 0.374 -0.031
H -2.079 -5.400 -1.662 -0.244 -0.729 0.499
H -3.753 -4.907 -1.320 -0.078 0.359 0.188
H -4.465 -4.091 -3.500 -0.178 -0.181 0.418
H -3.249 -5.251 -4.022 0.222 -0.187 0.005
H -3.769 -2.329 -4.771 0.777 1.049 0.295
H -4.041 -3.561 -5.767 -0.183 -0.690 -0.080
H -1.374 -2.893 -4.998 1.260 -0.751 0.207
H -3.114 -2.052 -7.062 -0.037 0.180 0.307
H -1.801 -2.875 -7.737 0.501 -0.343 -0.043
H -1.145 -0.583 -7.685 0.678 -0.263 -0.159
H -0.221 -1.182 -6.187 0.337 -0.318 -0.432
H -0.504 0.907 -5.100 -0.021 0.316 0.480
H -2.139 1.685 -5.095 0.168 -0.206 -0.037
H -1.057 1.722 -6.500 -0.575 -0.561 -0.808
C 1.992 -0.640 7.487 -0.912 -1.832 0.347
C 1.363 -0.399 6.078 -0.006 0.903 0.151
O 0.662 -1.446 5.417 0.844 -0.840 0.402
O 2.675 -1.928 7.564 -0.133 0.750 -0.621
H 1.197 -0.764 8.223 -0.547 0.091 -0.143
H 2.552 0.177 7.941 0.404 0.211 -0.844
H 2.116 -0.028 5.384 0.083 -0.172 -0.082
H 0.563 0.340 6.125 0.544 0.877 0.702
H 0.174 -1.920 6.095 -0.176 -0.260 0.029
H 3.545 -1.860 7.965 -0.030 0.292 -0.021
C 2.380 1.297 -4.735 1.198 1.899 1.126
C 3.818 1.601 -5.117 0.439 1.489 -0.867
O 4.157 1.305 -6.466 -0.430 -0.813 -0.130
O 2.245 -0.068 -4.552 -1.067 -1.120 -0.410
H 1.667 1.845 -5.351 -0.095 -0.674 -1.113
H 2.142 1.785 -3.790 0.578 0.161 0.484
H 4.592 1.179 -4.476 -0.452 -0.341 0.473
H 4.014 2.672 -5.144 -0.407 0.237 0.671
H 4.057 0.354 -6.556 0.111 -0.225 -0.320
H 1.623 -0.136 -3.824 -0.220 -0.554 0.287
C -2.769 -2.332 3.423 0.449 0.256 -1.865
C -1.351 -2.865 3.233 0.296 -0.890 1.089
O -1.342 -4.120 2.486 -0.746 1.381 0.549
O -3.713 -3.186 3.976 -0.465 -0.546 1.055
H -3.076 -2.064 2.413 -0.365 0.249 -0.363
H -2.823 -1.411 4.003 0.457 -0.082 0.117
H -0.920 -3.003 4.224 0.034 -0.570 0.230
H -0.646 -2.147 2.813 -0.597 0.314 -0.460
H -0.436 -4.284 2.213 0.457 -0.316 -0.235
H -3.732 -4.066 3.594 0.423 0.072 -0.326
C 1.693 2.933 2.363 1.539 -1.328 -1.503
C 2.528 2.184 1.229 -0.594 0.035 -0.417
O 2.056 2.216 -0.147 -1.002 -0.222 1.683
O 1.607 4.308 2.061 -0.583 0.029 0.100
H 2.237 2.692 3.276 0.336 0.394 0.204
H 0.731 2.456 2.552 -0.407 0.457 -0.589
H 2.601 1.118 1.444 -0.056 -0.052 0.463
H 3.551 2.561 1.225 0.084 0.205 0.307
H 2.555 2.842 -0.676 0.444 -0.070 -0.105
H 2.317 4.801 2.479 0.071 -0.150 0.080
C -6.989 0.295 -3.220 -0.991 -0.038 1.955
C -7.720 -0.240 -1.966 -0.039 1.508 -0.646
O -7.214 -1.413 -1.440 0.665 -1.279 0.028
O -6.896 -0.709 -4.197 0.253 -0.018 0.057
H -6.047 0.734 -2.894 0.316 -0.157 -0.536
H -7.705 1.072 -3.489 0.422 0.408 -0.629
H -8.747 -0.383 -2.301 -0.392 0.034 0.268
H -7.646 0.509 -1.178 -0.403 0.541 -0.214
H -7.768 -1.589 -0.676 0.165 -0.436 0.144
H -7.291 -1.450 -3.731 0.090 -0.644 -0.440
```
Positions in Å, forces in eV/Å.

Calculated values
HOMO-LUMO gap (alpha / beta)   7.954 / 2.690 eV
Multiplicity   2
Expectation value of S²   0.754
LUMO energy (alpha / beta)   -2.170 / -7.435 eV
Net charge   +1
DFT total energy   -103609.39470 eV